(i)
3 unconnected molecules or ions with the total composition C3H5ClO, computed with ωB97M-V with the def2-TZVPD basis set.

The LUMO energy is 0.34 eV. The value obtained for the HOMO energy is -9.0366 eV. The multiplicity is 1. As for the net charge: 0.

```
10
C3H5ClO | OMol25 | ωB97M-V with the def2-TZVPD basis set
C 1.9710 0.2520 1.6771
C 0.1856 -0.0824 0.3121
C -1.0169 -0.3667 -0.0575
H 2.4116 1.2100 0.6112
H 3.3457 -0.5791 1.7917
H 1.4587 0.8422 2.6514
H 0.7118 0.5957 -0.2470
H -1.7535 -0.8569 0.4841
O 0.8962 -0.8111 1.3142
Cl -1.1872 0.3800 -1.6115
```



(ii)
C3H5ClO in the gas phase, computed with ωB97M-V with the def2-TZVPD basis set.

The LUMO energy is 0.72 eV. The value obtained for the HOMO energy is -8.5147 eV. The multiplicity is 1. As for the net charge: 0. As for the SMILES: CO/C=C\Cl.

```
10
C3H5ClO | OMol25 | ωB97M-V with the def2-TZVPD basis set
C -0.9146 -1.1204 0.0454
O -1.0960 0.2359 -0.1867
C -0.0533 1.0928 -0.1961
C 1.2233 0.8765 0.2306
Cl 2.2128 -0.4755 -0.1608
H -1.9286 -1.4976 0.3283
H -0.5878 -1.6822 -0.8356
H -0.2624 -1.2585 0.8648
H -0.4409 2.0062 -0.5844
H 1.8474 1.8229 0.4944
```



Most stable pick: (ii). Distance to second place: 0.1604 hartree.



(i)
C7H10O2 in the gas phase, computed with ωB97M-V with the def2-TZVPD basis set.

The LUMO energy is 0.62 eV. The value obtained for the HOMO energy is -8.8106 eV. The multiplicity is 1. As for the net charge: 0. As for the SMILES: C[C@@]1(O)CC(=O)[C@@H]2C[C@H]21.

```
19
C7H10O2 | OMol25 | ωB97M-V with the def2-TZVPD basis set
C -1.6958 0.1358 -0.8453
C -0.6650 -0.3027 0.2825
O -1.2906 -0.8870 1.4521
C 0.3268 -1.4000 -0.2758
C 1.6682 -0.7937 -0.0833
O 2.7683 -1.2953 0.2083
C 1.3293 0.6579 -0.3390
C 1.0927 1.9145 0.4242
C 0.3157 0.7236 0.8680
H -2.5819 0.7314 -0.3818
H -1.9909 -0.7713 -1.3187
H -1.3735 0.8090 -1.7767
H -1.8631 -1.6975 1.1796
H 0.0675 -2.4892 0.1881
H 0.1391 -1.4415 -1.4309
H 0.6527 0.6102 -1.1516
H 1.8652 2.2809 1.1533
H 0.5164 2.6307 -0.0426
H 0.7189 0.5841 1.8897
```



(ii)
C7H10O2 in the gas phase, computed with ωB97M-V with the def2-TZVPD basis set.

The LUMO energy (spin up / spin down) is 0.37 / 0.22 eV. The value obtained for the HOMO energy (spin up / spin down) is -7.9452 / -6.7103 eV. The multiplicity is 1. As for the net charge: 0.

```
19
C7H10O2 | OMol25 | ωB97M-V with the def2-TZVPD basis set
C 1.0258 -1.3872 0.5466
C 1.3925 -0.3903 -0.1691
C -1.0378 -0.6430 0.1729
C -1.4932 -1.2727 -0.9431
C -1.1349 0.7622 0.3915
C 2.4510 0.1235 -1.0185
C -1.1011 1.4247 1.7098
O -0.2404 -1.4536 1.0063
O -1.4529 1.5868 -0.5813
H 1.6666 -2.3272 0.6465
H -1.2100 -2.3691 -1.0855
H -2.0937 -0.9167 -1.6745
H 3.5083 -0.1759 -0.7908
H 2.4625 1.2114 -0.8211
H 2.2689 -0.0490 -2.0598
H -0.2516 1.0862 2.2992
H -2.0539 1.1771 2.1754
H -1.0423 2.4832 1.6284
H -1.6638 1.1296 -1.4330
```



Most stable pick: (i). Distance to second place: 0.0343 hartree.



(i)
C7H10O2 in the gas phase, computed with ωB97M-V with the def2-TZVPD basis set.

The LUMO energy is 0.05 eV. The value obtained for the HOMO energy is -9.5045 eV. The multiplicity is 1. As for the net charge: 0. As for the SMILES: C=C1C(=O)[C@@H](C)[C@@]1(C)O.

```
19
C7H10O2 | OMol25 | ωB97M-V with the def2-TZVPD basis set
C 0.9127 -1.1054 1.9099
C 0.6737 -0.5044 0.7445
C 1.1630 -0.7403 -0.6156
O 2.1557 -1.2607 -1.0680
C -0.1387 -0.1190 -1.1689
C -1.2047 -1.1505 -1.5232
C -0.2311 0.6135 0.2195
C 0.3747 2.0161 0.2480
O -1.5314 0.6360 0.8373
H 0.3853 -0.8118 2.8094
H 1.6095 -1.9370 1.9568
H 0.0466 0.5514 -2.0177
H -2.0645 -0.6720 -2.0002
H -0.8013 -1.8957 -2.2171
H -1.5645 -1.6860 -0.6372
H 1.2459 2.1012 -0.4117
H 0.6963 2.2862 1.2599
H -0.3575 2.7619 -0.0806
H -1.3700 0.9167 1.7548
```



(ii)
C7H10O2 in the gas phase, computed with ωB97M-V with the def2-TZVPD basis set.

The LUMO energy is -0.13 eV. The value obtained for the HOMO energy is -9.5464 eV. The multiplicity is 1. As for the net charge: 0. As for the SMILES: C=C(C)C(=O)[C@@H](C)C=O.

```
19
C7H10O2 | OMol25 | ωB97M-V with the def2-TZVPD basis set
C -1.2511 0.6185 -1.8411
C -0.8163 0.7421 -0.5759
C -1.3841 1.7344 0.3899
C 0.8437 0.4509 -0.4451
O 1.6064 1.3737 -0.4877
C 0.9615 -0.9580 -0.0432
C 2.0307 -1.2455 0.9968
C -0.5365 -1.2172 0.4537
O -1.1861 -2.1676 0.0123
H -0.8222 -0.1053 -2.5274
H -2.1002 1.1876 -2.2097
H -1.7773 2.6199 -0.1177
H -2.1968 1.2744 0.9599
H -0.6249 2.0732 1.1008
H 1.0463 -1.5778 -0.9374
H 1.7434 -2.1125 1.5989
H 2.9933 -1.4619 0.5239
H 2.1762 -0.3975 1.6726
H -0.7059 -0.8315 1.4763
```



Most stable pick: (i). Distance to second place: 0.0398 hartree.



(i)
C5H12N2O in the gas phase, computed with ωB97M-V with the def2-TZVPD basis set.

The LUMO energy is 1.05 eV. The value obtained for the HOMO energy is -8.9671 eV. The multiplicity is 1. As for the net charge: 0. As for the SMILES: C[C@@H]1O[C@@](C)(N)[C@H]1N.

```
20
C5H12N2O | OMol25 | ωB97M-V with the def2-TZVPD basis set
C -1.3742 1.3152 1.5887
C -0.6879 0.0536 1.1139
O 0.7853 0.1748 1.0867
C 0.8520 -0.1624 -0.3092
C 1.4395 0.9479 -1.1625
N 1.5054 -1.4010 -0.5714
C -0.7500 -0.2681 -0.3746
N -1.3697 -1.5035 -0.7601
H -1.0817 2.1612 0.9713
H -1.0980 1.5265 2.6186
H -2.4516 1.1803 1.5237
H -0.9542 -0.7983 1.7508
H 1.3860 0.6666 -2.2113
H 2.4789 1.1104 -0.8827
H 0.8906 1.8712 -1.0020
H 1.2877 -2.0917 0.1378
H 2.5081 -1.2970 -0.6651
H -1.1796 0.5396 -0.9705
H -1.1119 -1.7496 -1.7094
H -1.0746 -2.2757 -0.1726
```



(ii)
A molecular structure, C5H12N2O, computed with ωB97M-V with the def2-TZVPD basis set.

The LUMO energy is 0.78 eV. The value obtained for the HOMO energy is -8.1755 eV. The multiplicity is 1. As for the net charge: 0.

```
20
C5H12N2O | OMol25 | ωB97M-V with the def2-TZVPD basis set
C -0.1524 0.4410 -0.8075
C 0.0242 0.0146 0.5591
C -0.1767 0.9872 1.6969
N -1.9592 0.7002 -0.5118
N -2.7391 -0.4610 -0.7887
C 1.8824 -0.1495 0.4152
C 2.4937 -1.2596 0.0121
O -0.0466 -0.5233 -1.7836
H 0.7541 -0.3520 -2.2992
H -2.1314 1.3767 -1.2600
H 0.2544 1.4125 -1.0826
H -0.3001 -1.0045 0.7593
H -2.2658 -1.0994 -1.4347
H -2.9043 -0.9788 0.0706
H 2.4549 0.6908 0.8075
H 0.0869 2.0057 1.4000
H -1.2225 0.9808 2.0097
H 0.4355 0.7068 2.5574
H 3.5676 -1.4077 0.1251
H 1.9442 -2.0804 -0.4450
```



(iii)
C5H12N2O in the gas phase, computed with ωB97M-V with the def2-TZVPD basis set.

The LUMO energy is 0.96 eV. The value obtained for the HOMO energy is -8.8810 eV. The multiplicity is 1. As for the net charge: 0. As for the SMILES: CCNCCNC=O.

```
20
C5H12N2O | OMol25 | ωB97M-V with the def2-TZVPD basis set
C -1.9070 -2.1475 -1.2164
C -1.6806 -1.5108 0.1520
N -0.2757 -1.1406 0.3436
C 0.0342 0.3613 0.5658
C 1.3780 0.5526 -0.1586
N 2.1556 1.7171 0.4542
C 1.6841 3.0796 0.2306
O 2.2746 3.8907 0.8731
H -2.8079 -2.7957 -1.1910
H -1.0091 -2.8780 -1.3797
H -2.1019 -1.4201 -2.0175
H -2.0005 -2.2706 0.8690
H -2.1756 -0.6668 0.4042
H 0.1764 -1.7201 1.0087
H -0.7428 0.9515 0.0599
H -0.0405 0.5711 1.5477
H 1.3322 0.7538 -1.3004
H 1.9380 -0.4125 -0.1650
H 2.8939 1.6997 1.2119
H 0.8747 3.3853 -0.2920
```



Most stable pick: (i). Distance to second place: 0.0615 hartree.



(i)
C5H12N2O in the gas phase, computed with ωB97M-V with the def2-TZVPD basis set.

The LUMO energy (spin up / spin down) is -0.78 / -0.78 eV. The value obtained for the HOMO energy (spin up / spin down) is -7.6936 / -7.6943 eV. The multiplicity is 1. As for the net charge: 0.

```
20
C5H12N2O | OMol25 | ωB97M-V with the def2-TZVPD basis set
C 0.8364 -0.8772 -1.2641
C 2.1988 -0.9145 -0.6072
C -0.3423 0.2314 -0.6421
C 0.3820 1.2397 -1.2099
H 0.2183 -1.7277 -0.9690
H 0.8610 -0.8549 -2.3526
H -1.2983 -0.0394 -1.0807
H 2.9219 -0.3056 -1.1514
H 2.1292 -0.5427 0.4194
H 2.5563 -1.9458 -0.5941
H 0.1058 1.7081 -2.1472
H 1.2454 1.6020 -0.6591
N -1.5235 0.8848 1.3881
N -2.6815 0.0555 1.3591
C -0.2756 0.1483 1.0636
O 0.8010 0.6777 1.5273
H -1.3512 1.3842 2.2568
H -2.8482 -0.4080 2.2515
H -3.4887 0.6215 1.1273
H -0.4468 -0.9375 1.2843
```



(ii)
3 unconnected molecules or ions with the total composition C5H12N2O, computed with ωB97M-V with the def2-TZVPD basis set.

The LUMO energy (spin up / spin down) is 0.39 / 0.53 eV. The value obtained for the HOMO energy (spin up / spin down) is -7.7734 / -6.7456 eV. The multiplicity is 1. As for the net charge: 0.

```
20
C5H12N2O | OMol25 | ωB97M-V with the def2-TZVPD basis set
C 0.8856 -0.5425 0.3859
C -0.1027 1.2499 -0.2281
C 0.5521 -0.7396 1.7190
C 0.8709 1.7980 -1.2245
C -1.4270 0.7923 -0.6889
O 2.2231 -0.5524 0.0547
N -0.6437 -2.7386 1.4962
N -1.5560 -2.3946 0.8109
H 2.3525 -1.0646 -0.7498
H 0.2748 -1.0615 -0.3527
H -0.0993 1.7721 0.7221
H -2.1738 -3.1508 0.4082
H 1.3314 -0.5916 2.4584
H -0.4472 -0.5122 2.0562
H 0.5046 2.7317 -1.6692
H 1.0100 1.0936 -2.0504
H 1.8345 2.0048 -0.7566
H -2.2224 1.3929 -0.2454
H -1.5298 0.7787 -1.7767
H -1.6375 -0.2655 -0.3693
```



Most stable pick: (i). Distance to second place: 0.0074 hartree.



(i)
C5H12N2O in the gas phase, computed with ωB97M-V with the def2-TZVPD basis set.

The LUMO energy is 0.95 eV. The value obtained for the HOMO energy is -8.5864 eV. The multiplicity is 1. As for the net charge: 0. As for the SMILES: CO[C@@H](C)/C(C)=N/N.

```
20
C5H12N2O | OMol25 | ωB97M-V with the def2-TZVPD basis set
C 1.5779 -1.8818 0.4089
O 1.6133 -0.7484 -0.4730
C 0.9030 0.4194 -0.0293
C 1.2551 1.6546 -0.9285
C -0.5560 0.2174 -0.0504
C -1.3742 1.0915 0.8196
N -1.0273 -0.7767 -0.7079
N -2.3847 -1.0343 -0.7729
H 0.6049 -1.9725 0.9557
H 2.3519 -1.8878 1.1293
H 1.7396 -2.8153 -0.1809
H 1.2038 0.7738 1.0087
H 2.2831 1.9351 -0.7581
H 0.6656 2.5078 -0.5940
H 1.0349 1.4044 -1.9732
H -1.2831 2.1635 0.5448
H -2.4297 0.9290 0.8349
H -0.9781 1.0748 1.8796
H -2.7963 -1.1146 0.1713
H -2.4037 -1.9400 -1.2844
```



(ii)
C5H12N2O in the gas phase, computed with ωB97M-V with the def2-TZVPD basis set.

The LUMO energy is 0.80 eV. The value obtained for the HOMO energy is -8.3435 eV. The multiplicity is 1. As for the net charge: 0. As for the SMILES: [H]/N=C/N(O)C(C)(C)C.

```
20
C5H12N2O | OMol25 | ωB97M-V with the def2-TZVPD basis set
H -1.8954 -3.0216 -0.8662
N -1.9258 -2.2349 -0.2535
C -1.1003 -1.4005 -0.7766
N -0.8748 -0.3028 0.0399
O -1.3253 -0.4916 1.3176
C 0.3693 0.4299 0.0589
C 1.3478 -0.3570 0.8919
C 0.1064 1.8526 0.7463
C 0.5619 0.7811 -1.4233
H -0.5104 -1.3768 -1.7209
H -1.8266 -1.4145 1.2800
H 0.8467 -1.0383 1.7249
H 2.1418 0.2381 1.3214
H 1.7920 -1.0529 0.0315
H -0.8146 2.3448 0.3187
H 1.0239 2.3950 0.5528
H 0.1800 2.0200 1.9765
H 1.2382 1.5913 -1.3412
H 1.1036 -0.0100 -2.0182
H -0.4382 1.0483 -1.8608
```



(iii)
A molecular structure, C5H12N2O, computed with ωB97M-V with the def2-TZVPD basis set.

The LUMO energy is 0.71 eV. The value obtained for the HOMO energy is -8.4103 eV. The multiplicity is 1. As for the net charge: 0.

```
20
C5H12N2O | OMol25 | ωB97M-V with the def2-TZVPD basis set
C 0.7776 1.9276 -1.6699
C 1.0528 -0.7373 -0.8637
N -0.2888 2.3396 -1.0815
H -0.8542 1.3052 -0.0864
H -1.0192 2.6515 -1.7180
H 0.9008 1.8652 -2.7485
H 1.6752 1.8622 -1.0766
H 1.5644 -1.4362 -0.2037
H 0.9155 -1.2607 -1.8151
H 1.9177 -0.1078 -1.0504
C -0.1313 -0.7564 2.4679
C -0.4150 -1.5716 1.2311
C -0.6656 -0.7971 -0.0428
N -1.4057 0.3451 0.1713
O -0.3196 -2.7798 1.2080
H -2.3134 0.2897 -0.2808
H -1.1001 -1.4568 -0.8003
H -1.0818 -0.6139 2.9903
H 0.5430 -1.3062 3.1250
H 0.2475 0.2377 2.2443
```



Most stable pick: (i). Distance to second place: 0.0488 hartree.